[1]
C4H6OS in the gas phase in a non-equilibrium geometry, computed with ωB97M-V/def2-TZVPD.

Geometry as XYZ:
```
12
Properties=species:S:1:pos:R:3:forces:R:3
C -0.872074 -1.283560 -0.353045 0.0 0.8 0.1
C -0.796033 -0.053380 0.556997 -0.9 0.0 0.0
O 0.184061 0.021151 1.605023 -0.4 -0.2 -0.6
C 0.279376 0.938350 0.514767 1.2 0.1 -1.0
C 1.437501 0.784182 -0.441621 0.5 1.3 0.9
S 2.203076 2.069495 -1.124144 -0.9 -1.3 0.4
H 0.084322 -1.798841 -0.326676 0.0 -0.2 0.1
H -1.704914 -1.976517 -0.107574 0.6 0.6 -0.1
H -0.991889 -0.891810 -1.375344 -0.2 -0.3 0.2
H -1.759241 0.432511 0.792544 0.4 -0.6 0.2
H 0.088290 1.978574 0.747183 -0.2 0.0 0.1
H 1.847525 -0.220155 -0.488109 0.0 -0.1 -0.3
```
Positions in Å, forces in eV/Å.

Summary:
* HOMO-LUMO gap: 8.4377 eV
* electronic energy: -17125.94346 eV
* ΔE to the lowest compared entry with this formula, charge and spin: 2.186 eV
* molar mass: 102.16 g mol⁻¹
* HOMO energy: -9.03 eV
* E_LUMO: -0.6 eV

[2]
A molecular structure, C30H38FNO9Si2 in a non-equilibrium geometry, computed with ωB97M-V/def2-TZVPD.

Geometry as XYZ:
```
81
Properties=species:S:1:pos:R:3:forces:R:3
C 3.183280 -0.814235 3.692221 0.3 0.6 -0.1
C 3.421681 0.490939 3.959766 -0.5 -0.2 1.0
Si 2.304259 1.833462 3.373423 -0.2 -0.2 0.7
F 2.348004 3.112132 4.328622 0.0 0.1 0.1
O 2.845279 2.322377 1.915187 -0.5 -0.4 -0.2
Si 2.040095 1.937382 0.474775 0.5 0.4 -0.3
N 1.369075 0.349592 0.524343 0.0 0.3 0.2
C 3.332504 2.082258 -0.868904 -0.2 0.6 0.1
C 2.781910 2.350654 -2.285417 0.0 -0.5 -0.1
C 1.560829 1.525527 -2.699576 0.3 -0.2 -0.6
C 1.770488 0.001496 -2.639923 -0.8 0.5 -0.1
C 0.723449 3.254406 0.261832 0.1 -0.2 0.5
C -0.611939 3.026859 1.005620 -0.2 0.5 -0.4
C -1.853502 3.389499 0.160307 0.1 -0.5 0.4
C -2.667361 2.205545 -0.304005 -0.2 0.3 -0.3
O -3.869547 2.222455 -0.339362 -0.2 -0.2 0.1
O -1.940548 1.139657 -0.678022 0.2 -0.1 0.7
C -2.631885 -0.119830 -0.630750 0.2 -0.6 -0.5
C -1.656426 -1.212641 -0.247765 0.3 0.3 0.2
H 2.234674 -1.285917 3.932297 -0.5 0.3 -1.3
H 3.966624 -1.415838 3.235846 0.3 -0.6 1.3
H 4.328028 0.758728 4.505959 0.9 0.2 -1.5
H 0.916968 1.342725 3.314677 -0.1 0.1 0.0
H 1.985013 -0.361016 0.897105 -0.1 -0.2 -0.1
H 0.461739 0.279662 0.961738 0.0 -0.2 0.0
H 3.930176 2.952771 -0.580652 0.1 0.0 0.1
H 4.038591 1.251834 -0.867657 -0.1 -0.2 0.1
H 3.567235 2.105011 -3.004901 0.1 0.1 0.0
H 2.562931 3.408828 -2.430996 0.0 0.1 0.2
H 1.380575 1.748404 -3.755453 -0.2 0.2 0.0
H 0.649265 1.829307 -2.187031 0.1 -0.1 0.3
H 0.797334 -0.449591 -2.443601 0.1 -0.2 0.1
H 2.441781 -0.302980 -1.846094 0.1 -0.1 -0.1
H 2.073528 -0.359989 -3.618505 0.4 -0.2 0.1
H 1.192894 4.143655 0.690313 0.1 0.1 -0.1
H 0.564473 3.486360 -0.788720 -0.1 -0.1 -0.1
H -0.735457 2.010592 1.375413 0.1 -0.1 0.0
H -0.634761 3.673606 1.880425 0.1 -0.1 0.1
H -1.583010 3.980719 -0.712907 0.0 0.1 0.0
H -2.556528 3.950148 0.769639 -0.1 0.3 -0.2
H -3.442829 -0.093671 0.090861 -0.2 0.3 -0.1
H -3.021836 -0.333101 -1.624916 -0.2 0.2 0.0
H -0.708599 -1.098296 -0.770332 0.0 -0.1 -0.2
H -2.080648 -2.188531 -0.472963 0.0 -0.1 0.0
H -1.432506 -1.171805 0.819266 0.0 -0.1 0.1
C 3.842192 -1.871130 7.273265 0.0 0.0 0.0
C 4.632664 -2.267752 8.266567 0.0 0.0 0.0
C 4.084586 -2.573039 9.613023 0.0 0.0 0.0
O 4.804014 -2.932725 10.518237 0.0 0.0 0.0
C 2.619787 -2.419473 9.806687 0.0 0.0 0.0
C 1.829533 -2.022671 8.813368 0.0 0.0 0.0
C 2.378099 -1.718285 7.467901 0.0 0.0 0.0
O 1.657683 -1.358608 6.561872 -0.1 -0.1 0.0
H 4.218808 -1.642301 6.284196 0.0 0.0 0.0
H 5.702003 -2.386629 8.147310 0.0 0.0 0.0
H 2.242026 -2.647728 10.795098 0.0 0.0 0.0
H 0.760256 -1.903306 8.932456 0.0 0.0 0.0
C 0.923107 0.095847 -6.661853 0.0 0.0 0.0
C 0.074879 1.001441 -7.140152 0.0 0.0 0.0
C -1.391559 0.861665 -6.943156 0.0 0.0 0.0
O -2.163366 1.688935 -7.378860 0.0 0.0 0.0
C -1.871843 -0.323095 -6.191111 0.0 0.0 0.0
C -1.025087 -1.231356 -5.715480 0.1 0.0 -0.1
C 0.438198 -1.093177 -5.914180 0.0 0.0 0.0
O 1.213772 -1.911840 -5.469425 0.0 -0.1 -0.1
H 1.995330 0.176987 -6.790449 0.0 0.0 0.0
H 0.403730 1.875411 -7.688030 0.0 0.0 0.0
H -2.941221 -0.402261 -6.051169 0.0 0.0 0.0
H -1.354342 -2.098298 -5.162077 0.0 0.0 0.0
C -5.625054 -3.792871 -2.059163 0.0 0.0 0.0
C -4.469678 -3.446652 -2.619236 0.0 0.0 0.0
C -4.290960 -2.116045 -3.250461 -0.1 0.0 0.0
O -3.235188 -1.799750 -3.760825 -0.1 -0.1 0.0
C -5.444512 -1.183962 -3.232578 0.0 0.0 0.0
C -6.600373 -1.528959 -2.672520 0.0 0.0 0.0
C -6.783074 -2.861072 -2.040605 0.0 0.0 0.0
O -7.833374 -3.176788 -1.528928 0.0 0.0 0.0
H -5.780140 -4.757777 -1.593621 0.0 0.0 0.0
H -3.612777 -4.108198 -2.643647 0.0 0.0 0.0
H -5.288191 -0.218018 -3.696214 0.0 0.0 0.0
H -7.455227 -0.865669 -2.647424 0.0 0.0 0.0
```
Positions in Å, forces in eV/Å.

Summary:
* HOMO-LUMO gap: 7.1959 eV
* electronic energy: -70117.64101 eV
* molar mass: 631.80 g mol⁻¹
* HOMO energy: -9.01 eV
* E_LUMO: -1.8 eV

What did the first record say?
C4H6OS in the gas phase in a non-equilibrium geometry, computed with ωB97M-V/def2-TZVPD.

Geometry as XYZ:
```
12
Properties=species:S:1:pos:R:3:forces:R:3
C -0.872074 -1.283560 -0.353045 0.0 0.8 0.1
C -0.796033 -0.053380 0.556997 -0.9 0.0 0.0
O 0.184061 0.021151 1.605023 -0.4 -0.2 -0.6
C 0.279376 0.938350 0.514767 1.2 0.1 -1.0
C 1.437501 0.784182 -0.441621 0.5 1.3 0.9
S 2.203076 2.069495 -1.124144 -0.9 -1.3 0.4
H 0.084322 -1.798841 -0.326676 0.0 -0.2 0.1
H -1.704914 -1.976517 -0.107574 0.6 0.6 -0.1
H -0.991889 -0.891810 -1.375344 -0.2 -0.3 0.2
H -1.759241 0.432511 0.792544 0.4 -0.6 0.2
H 0.088290 1.978574 0.747183 -0.2 0.0 0.1
H 1.847525 -0.220155 -0.488109 0.0 -0.1 -0.3
```
Positions in Å, forces in eV/Å.

Summary:
* HOMO-LUMO gap: 8.4377 eV
* electronic energy: -17125.94346 eV
* ΔE to the lowest compared entry with this formula, charge and spin: 2.186 eV
* molar mass: 102.16 g mol⁻¹
* HOMO energy: -9.03 eV
* E_LUMO: -0.6 eV

Q: What is the HOMO-LUMO gap in the second record?
A: 7.1959 eV